1.
Entry from the Open Molecules 2025 dataset: a gas-phase ion, C3H3ClNO2 (charge -1) at a distorted geometry (wB97M-V/def2-TZVPD).

Positions of all 10 atoms, in Å:
C  -1.58  0.68  0.12
C  0.61  -0.60  -0.50
C  -0.37  0.05  0.50
N  1.57  0.31  -0.91
O  -1.76  -0.52  0.67
O  -2.24  1.56  -0.34
Cl  2.67  0.66  0.39
H  0.99  -1.52  0.01
H  0.04  -0.90  -1.39
H  0.07  0.29  1.46

- Net charge: -1
- Electronic energy: -21265.208 eV
- 2S+1: 1
- HOMO level: -2.38 eV
- Strongest force on any atom: 1.77 eV/Å

---

2.
Entry from the Open Molecules 2025 dataset: a molecular structure, C34H30BMoN13O3S2 at a distorted geometry (wB97M-V/def2-TZVPD).

Positions of all 84 atoms, in Å:
Mo  0.27  1.52  0.05
C  2.00  5.11  1.87
C  1.93  3.74  1.74
N  1.17  3.40  0.68
N  0.75  4.56  0.12
C  1.24  5.60  0.81
B  0.04  4.54  -1.23
N  0.88  3.63  -2.14
C  1.29  3.93  -3.38
C  1.72  2.77  -3.99
C  1.52  1.78  -3.04
N  1.01  2.29  -1.90
N  -1.36  3.89  -1.10
C  -2.56  4.37  -1.45
C  -3.51  3.39  -1.21
C  -2.79  2.32  -0.71
N  -1.48  2.62  -0.64
H  2.54  5.69  2.60
H  2.40  2.98  2.34
H  1.04  6.61  0.49
H  -0.06  5.64  -1.69
H  1.25  4.95  -3.73
H  2.14  2.65  -4.98
H  1.73  0.74  -3.16
H  -2.65  5.37  -1.85
H  -4.58  3.45  -1.39
H  -3.16  1.36  -0.38
C  3.19  -2.20  2.37
N  2.15  -1.40  3.03
C  1.50  -1.73  4.21
C  0.62  -0.76  4.47
N  0.73  0.17  3.44
C  1.67  -0.24  2.56
S  2.26  0.54  1.16
C  0.05  1.43  3.45
C  -0.15  2.02  4.68
C  -0.94  3.15  4.76
C  -1.51  3.64  3.60
C  -1.22  3.01  2.41
N  -0.43  1.92  2.31
H  3.44  -3.04  3.02
H  4.08  -1.60  2.21
H  2.83  -2.58  1.42
H  1.72  -2.64  4.76
H  -0.10  -0.65  5.27
H  0.32  1.60  5.56
H  -1.11  3.64  5.72
H  -2.16  4.51  3.60
H  -1.61  3.41  1.49
N  -1.25  0.06  0.65
C  -2.04  -0.70  0.96
C  -3.06  -1.64  1.32
C  -3.06  -2.21  2.59
C  -4.05  -3.11  2.92
C  -5.02  -3.45  1.98
C  -5.02  -2.88  0.71
C  -4.04  -1.97  0.37
H  -2.29  -1.94  3.31
H  -4.07  -3.57  3.90
H  -5.80  -4.16  2.25
H  -5.78  -3.14  0.00
H  -4.02  -1.51  -0.61
O  5.06  -5.12  -3.56
S  4.15  -6.26  -3.65
O  4.46  -7.13  -4.76
O  4.04  -6.95  -2.37
C  2.52  -5.58  -3.93
N  1.64  -6.32  -4.61
C  0.42  -5.81  -4.72
C  0.06  -4.60  -4.15
C  1.05  -3.91  -3.47
N  2.29  -4.39  -3.37
C  0.84  -2.63  -2.77
C  -0.41  -2.03  -2.60
C  -0.51  -0.89  -1.84
N  0.55  -0.30  -1.25
C  1.77  -0.82  -1.51
C  1.95  -1.97  -2.23
H  -0.31  -6.40  -5.28
H  -0.95  -4.22  -4.25
H  -1.31  -2.44  -3.04
H  -1.46  -0.41  -1.71
H  2.63  -0.28  -1.14
H  2.94  -2.38  -2.39

- Net charge: +2
- Electronic energy: -85447.753 eV
- 2S+1: 3
- ⟨S²⟩: 2.0182
- HOMO level (spin up / spin down): -9.92 / -9.92 eV
- Strongest force on any atom: 3.55 eV/Å

---

3.
Entry from the Open Molecules 2025 dataset: a single C4H9NS molecule at a distorted geometry (wB97M-V/def2-TZVPD).

Positions of all 15 atoms, in Å:
C  -2.36  -0.34  -0.11
C  -1.07  0.46  0.07
N  0.16  -0.42  -0.05
C  1.32  0.42  -0.08
C  2.53  -0.42  -0.10
S  4.09  -0.03  -0.02
H  -2.41  -1.00  0.75
H  -3.29  0.22  -0.18
H  -2.22  -0.93  -1.04
H  -0.95  1.25  -0.74
H  -1.06  1.11  0.97
H  0.23  -1.02  0.83
H  1.40  1.14  0.77
H  1.43  1.04  -0.98
H  2.21  -1.48  -0.08

- Electronic energy: -16617.950 eV
- 2S+1: 1
- HOMO level: -8.71 eV
- Strongest force on any atom: 2.55 eV/Å

---

4.
Entry from the Open Molecules 2025 dataset: a gas-phase ion, C2H4O3P (charge -1) at a distorted geometry (wB97M-V/def2-TZVPD).

Positions of all 10 atoms, in Å:
C  0.72  -0.01  1.15
C  0.74  0.17  -0.37
O  1.71  -0.37  -0.83
P  -0.77  0.93  -1.39
O  -1.61  1.65  -0.38
O  -1.52  -0.62  -1.67
H  0.96  0.91  1.72
H  1.40  -0.80  1.28
H  -0.21  -0.53  1.48
H  -1.43  -1.32  -1.01

- Net charge: -1
- Electronic energy: -17571.607 eV
- 2S+1: 1
- HOMO level: -2.87 eV
- Strongest force on any atom: 2.31 eV/Å